(1)
Entry from OMol25: 10 unconnected molecules or ions with the total composition C27H54Br6O21 at a distorted geometry (ωB97M-V/def2-TZVPD).

* SMILES string: COC(=O)OC.COC(=O)OC.COC(=O)OC.COC(=O)OC.COC(=O)OC.COC(=O)OC.COC(=O)OC.BrCCBr.BrCCBr.BrCCBr
* orbital gap: 10.222 eV
* total charge: 0
* HOMO energy: -9.917 eV

Last column: Mulliken charge in e.
Cartesian coordinates (Å):
1 Br 3.04584 -1.32884 -1.33458  -0.200
2 C 2.22891 -0.32888 0.16162  0.361
3 C 0.76887 -0.08636 -0.11275  0.590
4 Br 0.09711 1.45530 0.88101  -0.124
5 H 2.72506 0.63448 0.07020  -0.354
6 H 2.53144 -0.73956 1.11738  0.313
7 H 0.04604 -0.85722 0.13050  -0.536
8 H 0.60245 0.10589 -1.17048  0.021
9 Br 1.51998 -3.06139 2.75326  0.016
10 C 2.89354 -4.44264 2.60951  -0.544
11 C 2.42936 -5.55268 1.69136  -0.474
12 Br 3.84566 -6.83969 1.37586  -0.151
13 H 3.14351 -4.74770 3.61846  0.406
14 H 3.71535 -3.91527 2.13389  0.312
15 H 2.06645 -5.15316 0.74596  0.173
16 H 1.57318 -6.10990 2.06756  0.364
17 Br -0.42877 -3.42449 -0.12483  -0.027
18 C -2.27802 -4.06893 -0.13916  -0.378
19 C -2.27888 -5.54830 0.20173  -0.788
20 Br -4.14574 -6.24540 0.10858  -0.223
21 H -2.73310 -3.83246 -1.09716  0.452
22 H -2.86677 -3.52228 0.59426  0.135
23 H -1.95541 -5.70699 1.22482  0.382
24 H -1.68426 -6.12901 -0.49495  0.485
25 C 3.88109 -1.22787 -8.39950  -0.666
26 O 3.12063 -1.82221 -7.33779  -0.312
27 C 3.78927 -2.29755 -6.30252  0.791
28 O 4.95539 -2.14142 -6.06272  -0.565
29 O 2.91315 -2.89385 -5.48586  -0.317
30 C 3.43886 -3.25583 -4.22861  -0.497
31 H 3.32749 -0.35375 -8.72076  0.226
32 H 3.94775 -1.98598 -9.17717  0.271
33 H 4.89972 -0.95876 -8.13078  0.342
34 H 3.77194 -2.39318 -3.64609  -0.022
35 H 4.25685 -3.97489 -4.24561  0.399
36 H 2.64476 -3.69576 -3.62520  0.287
37 C -0.67943 6.88306 -1.30447  -0.785
38 O 0.04074 6.22201 -0.28404  -0.224
39 C 0.87873 5.25163 -0.64211  0.701
40 O 1.21886 5.03047 -1.77579  -0.599
41 O 1.27326 4.61337 0.42963  -0.115
42 C 2.39589 3.72964 0.26837  -0.980
43 H -0.97937 7.85740 -0.92814  0.182
44 H -1.58714 6.33483 -1.56252  0.304
45 H -0.07106 6.99220 -2.20152  0.403
46 H 3.23769 4.35328 -0.02966  0.431
47 H 2.07881 3.02342 -0.49930  0.368
48 H 2.62775 3.13541 1.14710  0.302
49 C -0.02737 -1.09529 -3.72929  -0.396
50 O -1.38780 -0.81699 -4.04761  -0.409
51 C -2.26173 -0.94601 -3.07767  0.742
52 O -2.00586 -1.15903 -1.91129  -0.394
53 O -3.47786 -0.89127 -3.56889  -0.404
54 C -4.60547 -1.03915 -2.71110  -0.545
55 H 0.45192 -1.38593 -4.66418  0.235
56 H 0.12179 -1.95297 -3.07338  0.180
57 H 0.48475 -0.22627 -3.32245  0.258
58 H -5.49265 -1.07167 -3.32813  0.267
59 H -4.64426 -0.22802 -1.98040  0.514
60 H -4.44770 -1.92375 -2.08948  0.138
61 C -3.17415 -0.00851 0.23526  -0.122
62 O -4.31021 0.26475 -0.60932  -0.351
63 C -5.50489 0.40098 -0.05813  0.704
64 O -5.77396 0.30045 1.10523  -0.565
65 O -6.36836 0.59318 -1.05071  -0.327
66 C -7.65918 1.07345 -0.67245  -0.739
67 H -3.43558 -0.80409 0.93005  0.215
68 H -3.01793 0.94891 0.72953  0.261
69 H -2.36417 -0.36768 -0.39098  -0.123
70 H -8.00339 0.53367 0.20607  0.345
71 H -8.35506 0.87518 -1.48361  0.244
72 H -7.61577 2.14966 -0.52339  0.288
73 C 0.02961 4.07396 3.52174  -0.265
74 O -0.15780 5.47531 3.45123  -0.367
75 C -1.19303 5.93335 2.78896  0.996
76 O -2.06410 5.27035 2.28038  -0.624
77 O -1.09376 7.25939 2.69860  -0.356
78 C -2.15266 7.95809 2.05244  -0.703
79 H -0.86492 3.56910 3.89350  0.338
80 H 0.84013 3.86720 4.21223  0.212
81 H 0.21647 3.67961 2.52592  -0.159
82 H -2.76008 7.25530 1.48028  0.341
83 H -1.66332 8.68839 1.41659  0.208
84 H -2.84774 8.39283 2.77096  0.292
85 C 5.88598 2.61459 0.25005  -0.518
86 O 6.54430 1.65284 1.07568  -0.363
87 C 5.78754 0.93764 1.86580  0.869
88 O 4.59108 1.03446 1.96688  -0.535
89 O 6.52981 0.09416 2.54055  -0.390
90 C 5.93798 -0.70126 3.56413  -0.469
91 H 5.04650 2.14122 -0.26010  0.181
92 H 6.58096 2.98497 -0.49420  0.302
93 H 5.51597 3.40853 0.89699  0.264
94 H 5.91022 -0.15413 4.50224  0.278
95 H 6.54397 -1.59163 3.71597  0.232
96 H 4.97355 -1.03289 3.18074  0.151
97 C -4.70007 -4.04164 4.39058  -0.631
98 O -4.05580 -2.77229 4.39204  -0.375
99 C -2.81624 -2.74294 3.94432  0.890
100 O -2.20720 -3.67803 3.49448  -0.582
101 O -2.35234 -1.51145 4.06886  -0.303
102 C -0.95301 -1.34781 3.87698  -0.336
103 H -4.06458 -4.82117 4.80364  0.305
104 H -4.97547 -4.30448 3.36855  0.273
105 H -5.61765 -3.93258 4.95940  0.231
106 H -0.65971 -1.35455 2.83042  -0.197
107 H -0.41061 -2.10367 4.44114  0.377
108 H -0.69256 -0.40460 4.35129  0.283

=====

(2)
Entry from OMol25: 11 unconnected molecules or ions with the total composition C27H54F2N4O11 at a distorted geometry (ωB97M-V/def2-TZVPD).

* ΔE to the lowest compared entry with this formula, charge and spin: 0.161 eV
* SMILES string: O=C1OC[C@@H](F)O1.O=C1OC[C@@H](F)O1.CCCC#N.CCCC#N.CCCC#N.CCCC#N.CO.CO.CO.CO.CO
* orbital gap: 10.075 eV
* total charge: 0
* HOMO energy: -9.942 eV

Last column: Mulliken charge in e.
Cartesian coordinates (Å):
1 C -1.05292 -18.47358 -7.83566  -0.637
2 O -0.04903 -17.73522 -7.17980  -0.432
3 H -1.25600 -19.37222 -7.26505  0.300
4 H -1.98395 -17.89010 -7.93027  0.400
5 H -0.77742 -18.77163 -8.85964  0.088
6 H -0.63640 -17.17459 -6.67665  0.308
7 C 5.19917 -19.27683 -14.67183  -0.349
8 O 4.11292 -18.45182 -14.92219  -0.537
9 H 5.89507 -18.83465 -13.94251  0.096
10 H 4.88737 -20.26881 -14.31387  0.145
11 H 5.70912 -19.39942 -15.62200  0.304
12 H 3.76189 -18.12468 -14.07870  0.286
13 C 1.24021 -21.75537 -5.75327  -0.661
14 O 2.24637 -21.46999 -6.67283  -0.478
15 H 1.19610 -21.06746 -4.89921  0.232
16 H 0.26608 -21.75846 -6.24169  0.233
17 H 1.42478 -22.73918 -5.31103  0.300
18 H 2.80328 -20.77937 -6.30449  0.353
19 C 4.12712 -18.32101 -5.16591  -0.551
20 O 3.62719 -19.57520 -4.84288  -0.433
21 H 3.46750 -17.50602 -4.83475  0.442
22 H 5.12199 -18.17737 -4.72599  0.331
23 H 4.22408 -18.25295 -6.24425  0.008
24 H 3.10585 -19.63090 -4.04430  0.242
25 C 6.25088 -20.86596 -6.64791  -0.306
26 O 6.14541 -21.03544 -5.18329  -0.612
27 H 5.40449 -21.37048 -7.10826  0.241
28 H 6.17515 -19.81239 -6.92263  0.079
29 H 7.15873 -21.30506 -7.08530  0.246
30 H 5.32913 -20.55150 -5.03167  0.351
31 C 5.88654 -14.96230 -13.08041  -0.456
32 C 5.60997 -13.86771 -12.03417  0.363
33 O 5.82895 -14.46977 -10.78869  -0.285
34 C 6.14974 -15.81931 -10.98034  0.588
35 O 6.38507 -16.56066 -10.13212  -0.420
36 O 6.41630 -16.03054 -12.29875  -0.290
37 F 4.29192 -13.46073 -12.03815  -0.282
38 H 6.60773 -14.71018 -13.86606  0.326
39 H 4.93381 -15.28851 -13.52233  0.193
40 H 6.21160 -12.96310 -12.05619  0.239
41 C 1.66002 -21.99296 -12.61234  -0.051
42 C 0.54656 -21.23412 -13.34974  0.302
43 O 0.64179 -21.78005 -14.66128  -0.346
44 C 1.83418 -22.34083 -14.86532  0.621
45 O 2.23163 -22.76715 -15.85399  -0.430
46 O 2.49127 -22.52509 -13.63149  -0.364
47 F 0.82548 -19.86813 -13.37594  -0.272
48 H 1.26474 -22.79760 -11.97386  0.271
49 H 2.27152 -21.29614 -12.02408  0.010
50 H -0.50898 -21.31255 -13.05144  0.277
51 C 8.40671 -19.57743 -9.34568  -0.688
52 C 9.52613 -19.40868 -10.34052  -0.735
53 C 9.70186 -17.89008 -10.81245  0.162
54 C 10.68328 -17.79662 -11.86774  0.159
55 N 11.45907 -17.82388 -12.73063  -0.466
56 H 8.50824 -18.85723 -8.54208  0.357
57 H 8.40453 -20.60818 -8.96876  0.273
58 H 7.46591 -19.39369 -9.85934  0.071
59 H 9.34036 -19.92578 -11.28074  0.343
60 H 10.43468 -19.83876 -9.92587  0.388
61 H 10.04564 -17.31143 -9.94288  0.344
62 H 8.73911 -17.48878 -11.14053  -0.222
63 C -1.87882 -16.49541 -10.94613  -1.202
64 C -0.84114 -15.83400 -11.88148  0.347
65 C -1.05521 -14.25879 -11.98927  -0.630
66 C -0.98549 -13.55010 -10.69318  0.294
67 N -0.96182 -13.01923 -9.66387  -0.500
68 H -2.89108 -16.46094 -11.34166  0.440
69 H -1.86974 -16.10078 -9.92830  0.326
70 H -1.64102 -17.56049 -10.88725  0.249
71 H -0.86996 -16.34768 -12.85090  0.484
72 H 0.16741 -15.97304 -11.47430  -0.482
73 H -2.01657 -14.12775 -12.47746  0.411
74 H -0.30758 -13.79184 -12.61582  0.363
75 C 3.99301 -19.03124 -9.26070  -0.403
76 C 2.80029 -18.12416 -8.90495  0.099
77 C 1.97539 -17.75306 -10.14979  0.260
78 C 2.72697 -17.26996 -11.32291  -0.298
79 N 3.45400 -16.97813 -12.16446  -0.394
80 H 4.64889 -19.05181 -8.39333  -0.333
81 H 4.59092 -18.60506 -10.07818  0.211
82 H 3.62838 -20.04264 -9.45215  0.365
83 H 3.14066 -17.15446 -8.52152  -0.117
84 H 2.08189 -18.52055 -8.16874  0.090
85 H 1.14985 -17.04325 -9.97303  0.191
86 H 1.45928 -18.64446 -10.52903  0.328
87 C 2.43399 -14.04662 -9.35476  0.024
88 C 3.12407 -12.95630 -8.61901  -0.662
89 C 4.28438 -13.48168 -7.77805  -0.054
90 C 3.86495 -14.49773 -6.78706  0.039
91 N 3.40399 -15.23839 -6.07191  -0.365
92 H 3.18916 -14.42674 -10.03887  -0.145
93 H 1.57949 -13.65360 -9.91822  -0.179
94 H 2.15422 -14.83608 -8.65457  0.229
95 H 2.53138 -12.40291 -7.86262  0.352
96 H 3.51627 -12.25189 -9.35110  0.333
97 H 4.75614 -12.62265 -7.30522  0.416
98 H 5.04772 -13.99270 -8.39630  -0.060

=====

(3)
Entry from OMol25: a molecular structure, C27H54HgN3O3 at a distorted geometry (ωB97M-V/def2-TZVPD).

* ΔE to the lowest compared entry with this formula, charge and spin: 0.191 eV
* orbital gap: 5.872 eV
* total charge: -1
* HOMO energy: -3.117 eV

Last column: Mulliken charge in e.
Cartesian coordinates (Å):
1 Hg -0.83839 0.13137 0.26689  2.083
2 C 1.33280 1.80255 2.78094  -1.782
3 C 0.57988 3.05193 2.40242  1.592
4 C 1.58549 3.98734 1.70968  -1.220
5 C 0.98127 5.18081 0.97889  -0.696
6 C -0.05716 4.62702 -0.00619  -1.377
7 C -1.09865 3.71654 0.64570  1.991
8 N -0.43502 2.68845 1.41211  1.598
9 O -1.27760 1.64496 1.88501  -1.171
10 C -1.79720 3.04686 -0.54354  -2.361
11 C -2.17089 4.56305 1.36632  -1.803
12 C -0.00507 3.78530 3.60146  -1.886
13 H 1.58324 1.16793 1.93320  -0.131
14 H 0.75658 1.14438 3.43981  0.335
15 H 2.24815 2.02129 3.34406  0.471
16 H 2.26942 3.41521 1.08323  0.194
17 H 2.14151 4.44276 2.54410  0.407
18 H 1.79498 5.69013 0.46153  0.420
19 H 0.40100 5.86427 1.60291  0.345
20 H 0.48788 4.12817 -0.81453  0.280
21 H -0.59974 5.45451 -0.48137  0.447
22 H -2.65116 2.43027 -0.25149  0.385
23 H -1.07489 2.43057 -1.09083  0.101
24 H -2.17918 3.78822 -1.25229  0.607
25 H -1.81904 5.50843 1.78246  0.283
26 H -2.52901 3.98795 2.23023  0.345
27 H -3.08181 4.68256 0.77696  0.461
28 H -0.85683 3.25291 4.03555  0.265
29 H -0.44926 4.76139 3.38239  0.354
30 H 0.74413 4.00962 4.36999  0.443
31 C 1.90517 0.88221 -3.63397  -1.805
32 C 1.23619 -0.31454 -2.91086  1.850
33 C 1.63228 -1.65391 -3.53631  -1.268
34 C 3.05089 -2.11104 -3.30808  -0.722
35 C 3.31311 -2.17186 -1.80035  -1.382
36 C 2.87355 -0.89114 -1.04766  1.388
37 N 1.57252 -0.39687 -1.49035  0.561
38 O 1.06681 0.65943 -0.72924  -0.414
39 C 3.95583 0.17945 -1.22286  -1.766
40 C 2.81878 -1.30392 0.41525  -0.943
41 C -0.27839 -0.20987 -3.03263  -1.249
42 H 1.23604 1.33543 -4.37119  0.479
43 H 2.72170 0.48357 -4.24410  0.408
44 H 2.23057 1.62687 -2.91493  0.141
45 H 1.41523 -1.49553 -4.60136  0.534
46 H 1.00572 -2.46332 -3.15227  0.090
47 H 3.89564 -1.59479 -3.77819  0.393
48 H 3.18314 -3.12353 -3.71159  0.422
49 H 4.38758 -2.30241 -1.64897  0.383
50 H 2.79275 -3.02416 -1.35791  0.299
51 H 4.94359 -0.19725 -0.93079  0.513
52 H 3.67275 1.09602 -0.70518  0.094
53 H 4.13663 0.42619 -2.27454  0.408
54 H 2.16267 -0.62523 0.96448  -0.479
55 H 3.78576 -1.29002 0.91892  0.474
56 H 2.30615 -2.24374 0.62704  0.305
57 H -0.67729 0.74494 -2.69004  0.093
58 H -0.77600 -0.99899 -2.47173  -0.520
59 H -0.55207 -0.32747 -4.08667  0.645
60 C -1.91068 -3.79161 2.59141  -2.187
61 C -1.22583 -2.79045 1.63435  1.441
62 C -0.34121 -3.55481 0.62723  -0.014
63 C -1.15808 -4.30098 -0.42718  -0.890
64 C -2.08978 -3.32651 -1.11939  -0.707
65 C -3.00109 -2.52729 -0.14936  1.720
66 N -2.14829 -1.95493 0.87720  1.232
67 O -2.68884 -0.86486 1.60830  -0.807
68 C -4.11207 -3.41828 0.42483  -2.019
69 C -3.56447 -1.43248 -1.05118  -1.937
70 C -0.25831 -1.96847 2.46739  -1.472
71 H -2.31247 -4.66348 2.07864  0.348
72 H -2.63645 -3.29259 3.23044  0.364
73 H -1.11883 -4.18554 3.23922  0.532
74 H 0.27381 -4.25292 1.20559  0.547
75 H 0.28531 -2.84732 0.07171  -0.875
76 H -1.75322 -5.02250 0.14638  0.334
77 H -0.49737 -4.85205 -1.09918  0.496
78 H -2.68784 -3.92887 -1.81539  0.435
79 H -1.56605 -2.58048 -1.71226  -0.409
80 H -4.01667 -4.47636 0.17077  0.301
81 H -5.08806 -3.13808 0.00398  0.570
82 H -4.25822 -3.28004 1.49359  0.317
83 H -2.80402 -0.68219 -1.28164  0.132
84 H -4.22698 -0.82958 -0.41553  0.495
85 H -4.11763 -1.84351 -1.88999  0.468
86 H -0.78943 -1.43830 3.26227  0.335
87 H 0.36742 -1.24872 1.94144  -0.238
88 H 0.44262 -2.60808 3.01678  0.574